Record 1
The following is a quantum chemistry calculation of 10 unconnected molecules or ions with the total composition C60H150N10O20 at a distorted geometry, from the Open Molecules 2025 dataset.

```
240
Properties=species:S:1:pos:R:3:mulliken_spin:R:1
C 2.40 -18.18 -24.16 0.000
O 3.45 -17.38 -23.55 0.000
C 4.46 -18.19 -23.04 0.000
C 5.70 -17.48 -22.50 0.000
N 6.55 -18.42 -21.63 0.000
C 7.79 -17.82 -21.05 0.000
C 8.89 -17.48 -22.00 0.000
O 8.69 -16.22 -22.78 0.000
C 9.06 -14.93 -22.21 0.000
H 1.88 -18.60 -23.30 0.000
H 2.83 -18.98 -24.75 0.000
H 1.68 -17.52 -24.65 0.000
H 4.88 -18.90 -23.76 0.000
H 4.07 -18.76 -22.20 0.000
H 5.39 -16.66 -21.84 0.000
H 6.31 -16.95 -23.23 0.000
H 6.93 -19.02 -22.35 0.000
H 8.21 -18.54 -20.35 0.000
H 7.57 -16.99 -20.38 0.000
H 9.29 -18.32 -22.58 0.000
H 9.75 -17.18 -21.40 0.000
H 8.32 -14.27 -22.66 0.000
H 10.09 -14.64 -22.42 0.000
H 8.67 -14.77 -21.21 0.000
C 1.68 -13.51 -27.41 -0.001
O 0.45 -14.22 -27.73 0.003
C -0.19 -14.78 -26.54 0.014
C -1.61 -15.21 -26.86 0.051
N -1.67 -16.09 -28.02 0.791
C -2.89 -15.97 -28.91 0.008
C -4.23 -16.29 -28.19 0.029
O -4.73 -17.58 -28.60 0.032
C -4.14 -18.53 -27.76 0.001
H 2.27 -13.65 -28.32 0.001
H 2.27 -13.88 -26.56 0.000
H 1.55 -12.43 -27.33 0.000
H -0.31 -13.99 -25.81 0.003
H 0.50 -15.50 -26.10 -0.003
H -2.19 -14.40 -27.30 0.031
H -2.08 -15.46 -25.91 0.027
H -0.87 -16.24 -28.60 -0.034
H -2.72 -16.66 -29.73 0.004
H -2.88 -14.96 -29.31 0.038
H -5.08 -15.73 -28.59 -0.005
H -4.35 -16.07 -27.13 0.000
H -4.52 -18.71 -26.75 0.001
H -3.07 -18.29 -27.75 0.006
H -4.25 -19.52 -28.18 0.000
C 1.92 -17.58 -19.98 0.000
O 2.12 -16.27 -19.48 0.000
C 0.91 -15.58 -19.24 0.000
C 1.17 -14.07 -19.54 0.000
N 0.01 -13.27 -19.15 0.000
C -0.32 -13.24 -17.71 0.000
C -1.90 -13.11 -17.62 0.000
O -2.78 -14.15 -18.12 0.000
C -2.87 -14.37 -19.53 0.000
H 1.47 -18.23 -19.23 0.000
H 2.86 -18.13 -19.96 0.000
H 1.57 -17.64 -21.01 0.000
H 0.66 -15.58 -18.18 0.000
H 0.04 -16.02 -19.72 0.000
H 1.33 -14.10 -20.62 0.000
H 2.04 -13.62 -19.07 0.000
H -0.75 -13.52 -19.76 0.000
H 0.19 -12.34 -17.36 0.000
H 0.07 -14.08 -17.13 0.000
H -2.31 -12.15 -17.93 0.000
H -1.99 -12.85 -16.56 0.000
H -3.76 -14.94 -19.80 0.000
H -2.02 -14.86 -20.02 0.000
H -3.07 -13.38 -19.94 0.000
C -0.98 -7.50 -24.01 0.000
O -1.81 -6.51 -23.73 0.000
C -2.76 -6.06 -24.70 0.000
C -3.99 -5.20 -24.17 0.000
N -5.19 -5.99 -24.01 0.000
C -5.07 -6.95 -22.92 0.000
C -5.40 -6.28 -21.56 0.000
O -6.67 -5.56 -21.60 0.000
C -7.91 -6.31 -21.48 0.000
H -0.37 -7.65 -23.13 0.000
H -0.47 -7.29 -24.95 0.000
H -1.64 -8.36 -24.15 0.000
H -3.18 -6.84 -25.35 0.000
H -2.19 -5.42 -25.38 0.000
H -4.21 -4.46 -24.95 0.000
H -3.83 -4.63 -23.25 0.000
H -5.98 -5.37 -23.97 0.000
H -4.11 -7.43 -22.74 0.000
H -5.65 -7.84 -23.17 0.000
H -4.61 -5.58 -21.32 0.000
H -5.22 -7.00 -20.76 0.000
H -8.06 -6.80 -22.44 0.000
H -8.79 -5.73 -21.19 0.000
H -7.71 -7.12 -20.77 0.000
C 2.88 -8.14 -25.64 0.000
O 2.86 -9.00 -26.62 0.000
C 4.14 -8.96 -27.26 0.000
C 4.60 -10.31 -27.76 0.000
N 4.53 -11.44 -26.81 0.000
C 5.59 -11.47 -25.78 0.000
C 5.47 -12.68 -24.86 0.000
O 4.33 -12.55 -24.06 0.000
C 3.92 -13.73 -23.43 0.000
H 3.10 -7.10 -25.87 0.000
H 3.40 -8.44 -24.73 0.000
H 1.84 -8.09 -25.32 0.000
H 5.00 -8.53 -26.75 0.000
H 3.95 -8.25 -28.07 0.000
H 5.60 -10.29 -28.20 0.000
H 3.93 -10.54 -28.59 0.000
H 3.69 -11.43 -26.26 0.000
H 5.53 -10.57 -25.17 0.000
H 6.60 -11.71 -26.09 0.000
H 6.32 -12.84 -24.21 0.000
H 5.45 -13.64 -25.38 0.000
H 4.73 -14.12 -22.81 0.000
H 3.65 -14.59 -24.04 0.000
H 2.98 -13.49 -22.93 0.000
C 0.52 -12.70 -23.32 0.000
O -0.82 -13.21 -23.32 0.000
C -1.82 -12.34 -22.81 0.000
C -3.24 -12.92 -22.89 0.000
N -4.37 -12.34 -22.25 0.000
C -4.91 -11.13 -22.90 0.000
C -6.27 -10.95 -22.26 0.000
O -7.32 -11.87 -22.54 0.000
C -7.54 -12.27 -23.85 0.000
H 1.17 -13.21 -24.03 0.000
H 0.84 -12.75 -22.28 0.000
H 0.75 -11.72 -23.74 0.000
H -2.00 -11.39 -23.33 0.000
H -1.70 -12.18 -21.74 0.000
H -3.32 -14.00 -22.77 0.000
H -3.37 -12.97 -23.98 0.000
H -5.02 -12.77 -21.61 0.000
H -5.13 -11.24 -23.96 0.000
H -4.33 -10.22 -22.79 0.000
H -6.71 -10.00 -22.55 0.000
H -6.23 -10.95 -21.17 0.000
H -7.61 -11.36 -24.45 0.000
H -8.48 -12.79 -24.02 0.000
H -6.73 -12.90 -24.24 0.000
C 13.36 -13.62 -28.88 0.000
O 12.19 -13.90 -28.10 0.000
C 12.08 -13.39 -26.79 0.000
C 10.59 -13.66 -26.15 0.000
N 9.47 -13.55 -27.09 0.000
C 9.64 -12.25 -27.73 0.000
C 8.49 -12.10 -28.74 0.000
O 8.70 -10.72 -29.05 0.000
C 7.95 -10.21 -30.14 0.000
H 13.33 -14.30 -29.73 0.000
H 14.13 -13.84 -28.14 0.000
H 13.33 -12.55 -29.08 0.000
H 12.49 -12.38 -26.73 0.000
H 12.75 -13.91 -26.09 0.000
H 10.48 -12.82 -25.46 0.000
H 10.58 -14.53 -25.49 0.000
H 9.75 -14.22 -27.80 0.000
H 10.57 -12.20 -28.30 0.000
H 9.66 -11.45 -27.00 0.000
H 7.49 -12.16 -28.30 0.000
H 8.70 -12.86 -29.49 0.000
H 6.87 -10.34 -30.01 0.000
H 8.08 -10.60 -31.15 0.000
H 8.18 -9.17 -30.36 0.000
C 0.16 -4.62 -20.94 0.000
O 0.67 -5.99 -21.02 0.000
C 2.01 -6.06 -21.54 0.000
C 2.09 -5.74 -23.11 0.000
N 2.44 -4.40 -23.44 0.000
C 2.39 -4.18 -24.93 0.000
C 1.01 -4.36 -25.51 0.000
O -0.01 -4.08 -24.64 0.000
C -0.32 -2.66 -24.48 0.000
H 0.59 -4.01 -20.14 0.000
H -0.90 -4.61 -20.70 0.000
H 0.29 -4.12 -21.90 0.000
H 2.44 -7.04 -21.34 0.000
H 2.60 -5.33 -20.99 0.000
H 1.13 -5.85 -23.61 0.000
H 2.90 -6.26 -23.62 0.000
H 1.69 -3.90 -22.99 0.000
H 3.11 -4.75 -25.51 0.000
H 2.60 -3.11 -24.94 0.000
H 0.92 -5.40 -25.83 0.000
H 0.84 -3.79 -26.42 0.000
H 0.26 -1.93 -25.04 0.000
H -0.27 -2.39 -23.43 0.000
H -1.34 -2.35 -24.73 0.000
C 1.74 -5.56 -35.77 0.000
O 1.48 -6.67 -34.88 0.000
C 2.42 -7.70 -34.88 0.000
C 3.27 -7.74 -33.55 0.000
N 3.97 -9.04 -33.86 0.000
C 4.76 -9.60 -32.83 0.000
C 4.02 -10.59 -31.96 0.000
O 4.51 -11.83 -32.31 0.000
C 3.72 -12.88 -31.81 0.000
H 2.58 -4.94 -35.44 0.000
H 0.96 -4.84 -35.53 0.000
H 1.76 -5.73 -36.84 0.000
H 3.04 -7.82 -35.77 0.000
H 1.77 -8.56 -35.04 0.000
H 2.56 -7.83 -32.72 0.000
H 3.90 -6.86 -33.64 0.000
H 4.64 -9.00 -34.62 0.000
H 5.26 -8.79 -32.31 0.000
H 5.63 -10.05 -33.31 0.000
H 2.94 -10.48 -32.09 0.000
H 4.18 -10.39 -30.90 0.000
H 2.69 -12.69 -31.51 0.000
H 4.18 -13.00 -30.83 0.000
H 4.08 -13.72 -32.39 0.000
C 6.11 -6.20 -23.28 0.000
O 6.41 -6.64 -24.57 0.000
C 7.40 -7.68 -24.59 0.000
C 7.77 -7.97 -26.08 0.000
N 9.10 -8.65 -26.16 0.000
C 9.74 -8.42 -27.50 0.000
C 10.22 -7.01 -27.80 0.000
O 9.17 -6.39 -28.53 0.000
C 9.37 -6.15 -29.93 0.000
H 5.38 -6.73 -22.65 0.000
H 5.48 -5.32 -23.37 0.000
H 6.92 -5.92 -22.60 0.000
H 7.06 -8.58 -24.08 0.000
H 8.28 -7.30 -24.08 0.000
H 7.88 -6.97 -26.51 0.000
H 6.95 -8.37 -26.67 0.000
H 8.89 -9.64 -26.22 0.000
H 9.05 -8.68 -28.31 0.000
H 10.47 -9.19 -27.75 0.000
H 11.25 -7.21 -28.11 0.000
H 10.53 -6.49 -26.89 0.000
H 8.45 -6.49 -30.39 0.000
H 10.29 -6.60 -30.32 0.000
H 9.43 -5.17 -30.40 0.000
```

Calculated values
Net charge ... +1
Orbital gap (alpha / beta) ... 0.268 / 0.094 hartree
ΔE to the lowest compared entry with this formula, charge and spin ... 244.3 kcal/mol
2S+1 ... 2
<S²> ... 0.75

Record 2
The following is a quantum chemistry calculation of 15 unconnected molecules or ions with the total composition C60H154BN14O22 at a distorted geometry, from the Open Molecules 2025 dataset.

```
251
Properties=species:S:1:pos:R:3:mulliken_charge:R:1
O 12.70 35.59 -8.65 -1.213
C 13.75 35.96 -8.23 0.455
O 14.63 35.27 -7.54 -0.069
B 15.72 36.17 -7.04 -0.848
O 15.40 37.49 -7.61 0.469
C 14.25 37.43 -8.24 0.460
O 13.64 38.37 -8.67 -0.782
O 17.03 35.62 -7.44 -0.015
C 17.65 35.09 -6.41 0.040
O 18.63 34.42 -6.46 1.179
C 16.79 35.43 -5.17 -0.363
O 15.72 36.12 -5.57 0.598
O 17.02 35.12 -4.04 -0.305
C 13.92 30.45 -10.21 -1.700
C 14.51 31.66 -9.51 1.218
C 14.82 32.82 -10.45 1.353
O 13.71 33.04 -11.33 -0.580
C 13.86 33.96 -12.38 -0.974
N 13.57 32.04 -8.46 -0.116
H 13.85 29.59 -9.55 0.348
H 14.58 30.10 -11.01 0.441
H 12.94 30.71 -10.61 0.208
H 15.43 31.35 -9.00 -0.550
H 15.68 32.55 -11.07 -0.064
H 15.07 33.74 -9.91 -0.262
H 12.97 33.93 -13.01 0.327
H 14.67 33.70 -13.06 0.346
H 13.88 34.97 -11.96 0.248
H 13.73 32.95 -8.04 -0.395
H 12.66 32.16 -8.91 0.556
C 21.37 34.96 -8.00 -0.087
C 20.86 36.35 -8.25 3.312
C 21.79 37.45 -7.76 -1.664
O 22.00 37.26 -6.36 -0.316
C 22.62 38.39 -5.78 -1.448
N 20.72 36.50 -9.74 -0.788
H 21.79 34.89 -6.99 -0.114
H 22.23 34.67 -8.62 0.254
H 20.59 34.22 -8.19 -0.655
H 19.88 36.55 -7.82 -1.463
H 21.27 38.41 -7.85 0.258
H 22.70 37.50 -8.37 0.311
H 22.10 39.33 -6.01 0.416
H 23.62 38.48 -6.22 0.386
H 22.73 38.23 -4.71 0.510
H 21.63 36.24 -10.12 0.486
H 20.21 35.72 -10.17 -0.086
C 15.38 32.28 -5.85 1.027
C 15.18 30.90 -5.27 -0.346
C 13.94 30.21 -5.86 -1.084
O 13.73 28.95 -5.25 -0.359
C 12.49 28.41 -5.66 -0.749
N 16.39 30.07 -5.41 -0.412
H 15.40 32.39 -6.94 -0.744
H 16.33 32.66 -5.47 -0.615
H 14.59 32.96 -5.52 0.852
H 14.91 31.07 -4.23 -0.310
H 14.05 30.15 -6.95 0.326
H 13.07 30.85 -5.67 0.602
H 12.41 28.29 -6.74 0.255
H 11.70 29.13 -5.43 0.320
H 12.32 27.45 -5.18 0.292
H 16.36 29.68 -6.34 0.245
H 16.37 29.28 -4.77 0.449
C 17.38 32.06 -2.43 0.611
C 18.09 31.05 -1.52 0.232
C 18.45 29.69 -2.11 -0.993
O 19.57 29.68 -2.99 -0.135
C 19.42 28.59 -3.89 -0.667
N 19.29 31.71 -0.99 -0.485
H 17.12 32.96 -1.88 -0.243
H 16.42 31.74 -2.86 0.089
H 17.97 32.29 -3.32 -0.401
H 17.30 30.90 -0.76 0.303
H 17.56 29.35 -2.65 0.405
H 18.73 28.99 -1.32 0.441
H 20.32 28.53 -4.49 0.189
H 18.52 28.67 -4.51 0.165
H 19.29 27.66 -3.33 0.398
H 19.45 31.25 -0.09 0.392
H 18.95 32.59 -0.61 -0.304
C 9.56 32.84 -11.73 -1.721
C 10.25 34.07 -11.15 1.006
C 9.26 34.98 -10.46 -0.412
O 8.26 35.34 -11.39 -0.395
C 7.35 36.24 -10.79 -0.552
N 11.21 33.55 -10.17 -0.286
H 9.00 32.21 -11.05 0.326
H 10.32 32.21 -12.21 0.418
H 8.83 33.05 -12.52 0.389
H 10.79 34.58 -11.95 0.201
H 9.79 35.90 -10.18 -0.027
H 8.86 34.51 -9.55 0.362
H 6.88 35.78 -9.90 0.199
H 6.53 36.42 -11.48 0.361
H 7.83 37.13 -10.40 0.151
H 12.00 33.13 -10.67 0.172
H 11.62 34.40 -9.77 0.215
C 17.78 34.22 -10.31 0.520
C 18.94 33.37 -10.84 0.807
C 18.46 32.12 -11.58 -1.555
O 17.54 31.42 -10.81 0.367
C 17.07 30.26 -11.45 -1.223
N 19.85 34.23 -11.61 -0.417
H 17.22 34.64 -11.14 0.733
H 18.14 35.00 -9.65 -0.697
H 17.08 33.56 -9.78 -0.890
H 19.49 32.97 -9.99 -0.096
H 19.36 31.52 -11.77 0.463
H 18.08 32.39 -12.58 0.306
H 16.47 29.62 -10.80 0.238
H 17.90 29.63 -11.79 0.458
H 16.51 30.42 -12.38 0.398
H 20.68 33.68 -11.84 0.327
H 19.42 34.40 -12.52 0.306
C 12.94 40.83 -6.26 -0.296
C 11.87 40.72 -5.16 0.427
C 11.80 39.32 -4.58 -0.545
O 13.02 38.99 -3.95 -0.138
C 13.15 37.65 -3.50 -0.537
N 12.13 41.74 -4.15 -0.874
H 13.02 41.85 -6.62 0.445
H 12.74 40.17 -7.11 -0.019
H 13.93 40.52 -5.91 -0.320
H 10.97 40.92 -5.76 0.243
H 11.49 38.57 -5.31 0.277
H 11.04 39.34 -3.78 0.339
H 14.12 37.62 -2.99 -0.008
H 13.24 37.04 -4.40 0.041
H 12.43 37.40 -2.72 0.390
H 12.88 41.36 -3.57 0.302
H 12.56 42.55 -4.56 0.314
C 13.57 36.64 1.36 -1.523
C 13.16 35.45 0.49 0.200
C 14.02 35.25 -0.74 0.625
O 13.37 34.40 -1.67 -0.607
C 14.15 34.22 -2.83 0.734
N 13.29 34.26 1.37 -0.642
H 13.56 37.61 0.87 0.315
H 14.58 36.45 1.72 0.289
H 12.93 36.71 2.24 0.472
H 12.11 35.59 0.24 0.252
H 15.00 34.81 -0.54 0.021
H 14.25 36.21 -1.21 -0.196
H 13.70 33.43 -3.43 0.155
H 15.11 33.75 -2.60 -0.412
H 14.25 35.15 -3.39 -0.142
H 12.73 34.45 2.20 0.243
H 12.81 33.49 0.91 0.246
C 18.71 31.38 -7.73 0.514
C 19.66 31.20 -6.52 0.449
C 21.10 31.64 -6.70 -0.718
O 21.84 31.61 -5.51 -0.222
C 23.18 31.94 -5.74 -0.723
N 19.01 31.81 -5.35 0.661
H 19.09 30.83 -8.59 0.764
H 18.63 32.42 -8.06 -0.867
H 17.68 31.13 -7.51 -1.032
H 19.85 30.12 -6.43 0.313
H 21.18 32.65 -7.13 -0.192
H 21.52 30.96 -7.46 0.608
H 23.60 31.45 -6.63 0.365
H 23.84 31.70 -4.92 0.172
H 23.26 33.02 -5.93 0.129
H 18.06 31.46 -5.23 -0.149
H 18.91 32.77 -5.71 -0.852
C 6.50 37.74 -6.58 -1.543
C 7.47 36.61 -6.82 0.770
C 8.87 37.10 -7.23 0.105
O 8.84 37.83 -8.43 -0.365
C 10.09 38.41 -8.79 -0.101
N 7.54 35.80 -5.60 -0.801
H 6.11 38.13 -7.53 0.314
H 6.94 38.54 -5.99 0.314
H 5.57 37.38 -6.15 0.459
H 7.06 35.93 -7.58 0.041
H 9.52 36.22 -7.36 -0.017
H 9.34 37.66 -6.41 0.047
H 10.75 37.57 -9.04 -0.032
H 10.52 38.97 -7.97 -0.098
H 10.05 39.04 -9.68 0.328
H 8.30 35.13 -5.64 0.265
H 7.76 36.44 -4.84 0.286
C 20.45 36.35 -4.11 1.945
C 20.98 34.92 -3.95 2.749
C 22.38 34.79 -3.39 -1.591
O 22.72 33.43 -3.24 0.009
C 24.09 33.26 -2.96 -1.106
N 20.07 34.22 -3.01 0.350
H 20.57 36.96 -3.21 0.876
H 19.39 36.33 -4.35 -0.780
H 20.95 36.91 -4.91 -1.680
H 20.98 34.49 -4.96 -1.672
H 22.39 35.27 -2.40 0.367
H 23.11 35.23 -4.08 0.505
H 24.64 33.56 -3.86 0.422
H 24.22 32.19 -2.77 0.195
H 24.42 33.88 -2.12 0.276
H 19.11 34.48 -3.24 -0.657
H 20.18 34.75 -2.15 0.126
C 18.35 39.54 -7.80 -0.682
C 18.07 38.93 -9.18 2.538
C 16.76 39.37 -9.78 -0.013
O 16.64 38.73 -11.05 -0.377
C 15.36 38.95 -11.59 -0.628
N 19.22 39.21 -10.07 -0.899
H 18.26 40.63 -7.81 0.541
H 19.36 39.42 -7.40 -0.103
H 17.69 39.15 -7.02 -0.576
H 18.08 37.85 -8.94 -1.134
H 16.68 40.46 -9.88 0.606
H 15.97 39.03 -9.10 -0.395
H 15.25 38.51 -12.58 0.286
H 15.11 40.00 -11.79 0.303
H 14.58 38.45 -11.00 0.111
H 18.87 38.98 -11.00 0.454
H 19.88 38.45 -9.86 0.236
C 17.00 34.16 2.72 -1.745
C 17.73 34.10 1.40 1.225
C 17.71 35.50 0.79 -0.493
O 18.24 35.52 -0.51 -0.026
C 18.02 36.75 -1.18 -0.428
N 19.13 33.67 1.70 -0.730
H 15.91 34.22 2.66 0.259
H 17.29 34.99 3.38 0.367
H 17.20 33.31 3.38 0.469
H 17.21 33.39 0.75 -0.189
H 18.27 36.20 1.42 0.298
H 16.67 35.85 0.74 0.054
H 18.18 36.62 -2.24 -0.342
H 18.71 37.52 -0.80 0.374
H 17.03 37.17 -0.97 0.379
H 19.42 34.19 2.52 0.348
H 19.76 33.96 0.96 0.221
C 19.33 41.47 -2.49 -1.705
C 19.66 40.14 -3.19 0.965
C 18.69 39.81 -4.31 0.639
O 17.43 39.34 -3.91 -0.530
C 16.50 39.22 -4.97 0.909
N 21.04 40.10 -3.66 -0.607
H 19.28 42.29 -3.21 0.399
H 20.15 41.73 -1.82 0.488
H 18.45 41.43 -1.85 0.294
H 19.67 39.41 -2.38 -0.235
H 19.16 39.04 -4.94 -0.530
H 18.66 40.68 -4.99 0.252
H 16.89 38.63 -5.80 -1.185
H 16.07 40.18 -5.24 0.534
H 15.72 38.64 -4.45 -0.393
H 21.34 40.93 -4.14 0.361
H 21.19 39.36 -4.34 -0.086
```

Calculated values
Net charge ... -1
Orbital gap ... 0.284 hartree
ΔE to the lowest compared entry with this formula, charge and spin ... 3.4 kcal/mol